[1]
# H24O12

A cluster of 12 separate species, H24O12 in total (ωB97M-V with the def2-TZVPD basis set, the Open Molecules 2025 dataset).

Computed properties:
* relative energy (zero: lowest compared OMol25 entry of this formula, charge and spin): 63.69 kcal/mol
* frontier orbital gap: 9.22 eV

```
! RIJCOSX wB97M-V def2-TZVPD def2/J DEFGRID3
* xyz 0 1
O 2.63686 -7.81272 -14.88118
H 3.43029 -8.15062 -14.49326
H 2.66077 -6.97158 -14.46746
O 2.49561 -5.28428 -14.22433
H 3.21577 -4.71108 -14.11817
H 1.93798 -4.67740 -14.62707
O -0.30175 -7.57889 -13.01544
H -0.53280 -8.47908 -12.81159
H 0.65810 -7.59648 -12.78953
O -1.39247 -4.69275 -13.77396
H -0.61946 -4.64268 -13.23188
H -2.12647 -4.36698 -13.27551
O 2.21591 -7.82351 -11.73690
H 2.48765 -8.77564 -11.61252
H 3.06161 -7.31987 -11.83674
O 2.27551 -2.20827 -12.09263
H 1.99280 -3.07489 -12.31293
H 2.31267 -1.64408 -12.91487
O -0.25679 -6.65613 -15.66915
H -0.79159 -7.39332 -16.01830
H -0.46217 -6.61289 -14.73240
O -1.51914 -4.29030 -10.43217
H -0.87132 -3.61479 -10.36933
H -1.76414 -4.48393 -9.54569
O 0.78000 -4.55346 -12.32072
H 1.28778 -5.17231 -12.88642
H 0.94914 -4.67350 -11.42766
O 1.69139 -4.27449 -9.32960
H 1.67096 -4.93560 -8.63754
H 2.61585 -3.91447 -9.24061
O 0.11609 -2.13117 -9.58339
H 0.80808 -2.78900 -9.58418
H 0.10496 -1.66079 -8.77761
O -0.65993 -2.01810 -13.83131
H -0.60276 -1.45871 -13.04700
H -0.82891 -2.90252 -13.59169
*
```


[2]
# C3H8NO3

A cluster of 2 separate species, C3H8NO3 in total (ωB97M-V with the def2-TZVPD basis set, the Open Molecules 2025 dataset).

Computed properties:
* relative energy (zero: lowest compared OMol25 entry of this formula, charge and spin): 29.80 kcal/mol
* frontier orbital gap: 10.97 eV

```
! RIJCOSX wB97M-V def2-TZVPD def2/J DEFGRID3
* xyz 1 1
C 0.85753 -1.69178 1.36608
C 1.49128 -1.27257 0.12618
C -1.18322 1.11418 -0.67535
N -0.19856 1.87187 -1.08093
O 0.41264 -0.55258 0.66465
O -1.62125 1.08224 0.54078
O -1.81256 0.39703 -1.53962
H 0.18814 -2.54139 1.35131
H 1.35372 -1.49482 2.30552
H 1.27607 -1.80269 -0.79547
H 0.05639 1.87113 -2.06005
H -2.52662 -0.14176 -1.14419
H 0.31754 2.47232 -0.45406
H -1.05899 1.44831 1.24449
H 2.44789 -0.75948 0.15066
*
```


[3]
# C7H14N2

A cluster of 2 separate species, C7H14N2 in total (ωB97M-V with the def2-TZVPD basis set, the Open Molecules 2025 dataset).

Computed properties:
* relative energy (zero: lowest compared OMol25 entry of this formula, charge and spin): 59.37 kcal/mol
* frontier orbital gap: 9.08 eV

```
! RIJCOSX wB97M-V def2-TZVPD def2/J DEFGRID3
* xyz 0 1
C -2.42660 1.17525 0.39627
C -1.96185 0.02265 -0.39502
C -1.28932 0.09161 -1.60260
N -1.40791 -1.10129 -2.19821
C -2.02530 -2.00220 -1.21817
N -2.40432 -1.27641 -0.12061
H -2.15582 1.00776 1.34316
H -3.58027 1.20010 0.46130
H -2.15783 2.07053 -0.07685
H -0.78474 0.82739 -1.96225
H -1.08246 -1.38656 -3.13694
H -2.01488 -2.96464 -1.21831
C 2.90093 0.59368 -0.16072
C 2.22766 0.62024 1.26455
C 1.25842 -0.39069 1.57130
H 2.30610 0.21218 -1.02569
H 3.68857 -0.15465 -0.09432
H 3.35723 1.60177 -0.55979
H 2.94760 0.41635 2.12957
H 1.87979 1.60374 1.45900
H 0.78746 -0.37257 2.52239
H 0.35397 -0.33086 0.87499
H 1.58357 -1.46338 1.74693
*
```


[4]
# C35H68N2O4P

A cluster of 2 separate species, C35H68N2O4P in total (ωB97M-V with the def2-TZVPD basis set, the Open Molecules 2025 dataset).

Computed properties:
* frontier orbital gap: 8.56 eV

```
! RIJCOSX wB97M-V def2-TZVPD def2/J DEFGRID3
* xyz 1 1
C 1.51770 -1.28971 0.35225
C 2.55938 -0.21906 0.10282
O 3.75453 -0.54546 0.76080
C 4.78461 0.37823 0.47744
C 6.13966 -0.22858 0.82901
C 6.92850 -0.76571 -0.37464
C 6.70655 -2.26161 -0.67556
C 5.86945 -2.47874 -1.91719
O 4.62663 -1.78702 -1.74346
C 3.70330 -1.97130 -2.71341
O 2.86705 -2.80291 -2.60372
N 3.75149 -1.01844 -3.75856
C 2.41442 -0.59681 -4.20885
C 2.20366 0.92488 -4.32488
C 2.89809 1.80721 -3.29013
C 3.38736 3.15687 -3.88418
C 4.81343 3.50506 -3.52093
O 5.72787 2.59967 -4.10726
C 6.50367 1.83168 -3.20413
C 4.61337 -1.37229 -4.83764
C 4.95934 -2.69042 -5.14737
C 5.82167 -2.90447 -6.22316
N 6.34909 -1.95349 -6.98977
C 5.99651 -0.69681 -6.70147
C 5.14913 -0.36846 -5.64890
H 0.96935 -1.10361 1.27210
H 1.95169 -2.28231 0.31975
H 0.80086 -1.23076 -0.46897
H 2.71763 -0.12517 -0.97575
H 2.20571 0.75966 0.45462
H 4.78083 0.63136 -0.58741
H 4.60629 1.31826 1.01106
H 6.72167 0.55744 1.30474
H 5.97748 -1.01787 1.55698
H 6.69102 -0.19393 -1.26730
H 7.98049 -0.58338 -0.16711
H 7.66186 -2.75554 -0.81664
H 6.17059 -2.69904 0.16426
H 5.67845 -3.54314 -2.05160
H 6.41784 -2.10699 -2.78409
H 2.17845 -1.03810 -5.17553
H 1.68044 -1.00027 -3.51863
H 1.12886 1.07209 -4.21391
H 2.43103 1.24916 -5.33643
H 3.76139 1.31172 -2.85084
H 2.22037 2.04447 -2.47245
H 2.75217 3.96775 -3.52766
H 3.30994 3.13189 -4.96768
H 5.01795 4.49581 -3.93517
H 4.94625 3.59020 -2.44163
H 7.55682 2.07268 -3.33617
H 6.38456 0.77305 -3.44002
H 6.19252 1.97240 -2.17248
H 4.57621 -3.51603 -4.56917
H 6.09021 -3.92461 -6.46425
H 6.41499 0.09385 -7.30543
H 4.92072 0.66937 -5.44643
C -4.14137 -2.15827 6.19209
C -3.62046 -2.28052 4.76265
C -2.82204 -1.05558 4.31401
C -3.65774 0.19346 3.99026
P -4.45817 0.26867 2.37979
C -3.19299 -0.11738 1.14389
C -1.83750 0.60416 1.17876
C -1.77730 2.05765 0.69761
C -2.43972 2.31242 -0.65222
C -4.97460 1.96395 2.07317
C -5.99409 2.68262 2.97318
C -7.46795 2.30194 2.81772
C -7.95446 2.18342 1.37733
C -5.69157 -0.99627 2.01309
C -7.06761 -1.12879 2.68729
C -7.11994 -1.08902 4.22329
C -7.33271 -2.46725 4.84733
H -4.77114 -1.27610 6.32865
H -4.73282 -3.03142 6.46347
H -3.31208 -2.08823 6.89687
H -4.45155 -2.47580 4.08044
H -2.96889 -3.15388 4.70365
H -2.20847 -1.31848 3.44882
H -2.12240 -0.78837 5.10744
H -2.98662 1.06049 3.99169
H -4.37633 0.39955 4.78619
H -3.65854 -0.03298 0.15860
H -2.99736 -1.18718 1.26951
H -1.16225 0.02279 0.54795
H -1.41869 0.55345 2.18743
H -0.72238 2.32843 0.62339
H -2.18808 2.73474 1.45073
H -1.93943 1.75383 -1.44515
H -2.38605 3.37003 -0.90747
H -3.49533 2.03433 -0.66101
H -5.24427 2.05430 1.01913
H -4.04495 2.52889 2.18055
H -5.89545 3.74705 2.75089
H -5.70129 2.56720 4.02011
H -8.06365 3.05971 3.32901
H -7.66446 1.37483 3.35803
H -7.91464 3.14685 0.86653
H -8.98839 1.84034 1.35526
H -7.36903 1.46865 0.79416
H -5.16430 -1.95208 2.08833
H -5.87258 -0.87409 0.93832
H -7.48869 -2.07490 2.34242
H -7.72976 -0.36991 2.27196
H -7.94982 -0.45252 4.53514
H -6.22034 -0.63034 4.63851
H -8.31690 -2.85516 4.58422
H -7.27783 -2.41521 5.93426
H -6.58617 -3.18678 4.50485
*
```


Sequential maximum force output: 3.48 1.40 9.63 1.41 eV/Å
Sequential energy output: -917.22387 -399.30377 -384.53729 -2125.97783 hartree